Record 1
This record from the Open Molecules 2025 dataset describes a molecular structure, C31H37FeN9O4Te. The level of theory is ωB97M-V with the def2-TZVPD basis set.

Each line ends with the Löwdin charge.
CARTESIAN COORDINATES (ANGSTROEM)
1 Fe 0.01 -0.17 0.17  0.701
2 C -6.29 -2.67 -3.31  -0.119
3 O -5.16 -3.33 -2.80  -0.156
4 C -5.19 -3.63 -1.45  -0.299
5 C -4.00 -4.08 -0.88  -0.021
6 C -3.92 -4.39 0.46  -0.026
7 C -5.03 -4.25 1.32  -0.359
8 C -6.23 -3.83 0.71  -0.055
9 C -6.31 -3.52 -0.64  -0.048
10 N -5.08 -4.51 2.68  -0.048
11 N -3.94 -4.56 3.37  -0.015
12 C -2.90 -3.74 2.97  -0.322
13 C -1.59 -4.15 3.21  -0.060
14 C -0.48 -3.49 2.65  -0.031
15 C -0.61 -2.38 1.85  -0.371
16 O 0.39 -1.81 1.17  -0.227
17 C -1.91 -1.81 1.76  -0.150
18 N -2.01 -0.61 1.10  0.066
19 C -3.18 0.00 1.10  -0.169
20 C -4.33 -0.51 1.70  -0.052
21 C -4.26 -1.75 2.30  -0.006
22 C -3.04 -2.45 2.34  -0.108
23 H -6.05 -2.40 -4.34  0.082
24 H -6.52 -1.76 -2.75  0.096
25 H -7.17 -3.32 -3.31  0.088
26 H -3.13 -4.19 -1.52  0.108
27 H -2.98 -4.74 0.86  0.112
28 H -7.10 -3.74 1.34  0.099
29 H -7.26 -3.18 -1.04  0.091
30 H -1.45 -5.07 3.77  0.095
31 H 0.52 -3.90 2.79  0.102
32 H -3.21 0.97 0.62  0.103
33 H -5.25 0.05 1.66  0.095
34 H -5.13 -2.19 2.75  0.110
35 O 0.24 1.91 -0.66  -0.267
36 N -0.21 2.82 0.13  -0.009
37 N -0.03 2.52 1.36  -0.243
38 O 0.50 1.40 1.76  -0.259
39 C -0.54 3.44 2.36  -0.162
40 C -0.71 2.95 3.64  -0.006
41 C -1.21 3.80 4.62  -0.076
42 C -1.51 5.12 4.32  -0.100
43 C -1.31 5.60 3.03  -0.089
44 C -0.83 4.76 2.04  -0.027
45 H -0.48 1.91 3.84  0.117
46 H -1.36 3.42 5.62  0.103
47 H -1.89 5.78 5.09  0.097
48 H -1.54 6.63 2.79  0.099
49 H -0.67 5.11 1.03  0.105
50 C 2.09 -0.38 -0.66  -0.490
51 H 2.66 -1.29 -0.48  -0.023
52 H 2.16 -0.04 -1.70  -0.053
53 C -2.33 0.18 -2.08  -0.173
54 N -0.99 -0.44 -2.06  -0.113
55 C -1.16 -1.87 -2.37  -0.152
56 N -1.80 -2.07 -3.68  -0.070
57 C -3.11 -1.41 -3.65  -0.164
58 N -2.99 0.03 -3.38  -0.075
59 C -2.14 0.63 -4.40  -0.183
60 N -0.82 0.02 -4.45  -0.086
61 C -0.19 0.18 -3.14  -0.184
62 C -0.98 -1.41 -4.70  -0.180
63 H -2.22 1.24 -1.84  0.124
64 H -2.94 -0.30 -1.33  0.102
65 H -1.77 -2.33 -1.59  0.117
66 H -0.17 -2.34 -2.38  0.132
67 H -3.72 -1.87 -2.88  0.106
68 H -3.59 -1.55 -4.62  0.124
69 H -2.03 1.70 -4.19  0.124
70 H -2.63 0.51 -5.38  0.120
71 H -0.05 1.24 -2.91  0.112
72 H 0.78 -0.31 -3.16  0.105
73 H 0.00 -1.88 -4.72  0.123
74 H -1.46 -1.55 -5.67  0.120
75 C 5.03 0.74 -0.02  -0.388
76 Te 2.98 1.07 0.49  1.607
77 C 3.17 -0.11 2.21  -0.325
78 H 5.21 -0.33 0.07  0.007
79 H 5.72 1.30 0.62  -0.002
80 H 5.16 1.04 -1.06  -0.002
81 H 4.05 0.20 2.76  0.013
82 H 3.23 -1.15 1.87  0.025
83 H 2.27 0.01 2.81  0.009

Properties
2S+1 = 6
E_tot = -96023.8572 eV
Energy relative to the best compared isomer or geometry (same formula, charge and spin) = 18.60 kcal/mol
E_LUMO (spin up / spin down) = 1.74 / 1.74 eV
Frontier orbital gap (spin up / spin down) = 3.70 / 4.79 eV
Charge = -1
<S²> = 8.794


Record 2
This record from the Open Molecules 2025 dataset describes a molecular structure, C31H37I2IrN4. The level of theory is ωB97M-V with the def2-TZVPD basis set.

Each line ends with the Löwdin charge.
CARTESIAN COORDINATES (ANGSTROEM)
1 Ir 0.38 -0.54 0.04  0.950
2 C -1.10 -0.67 5.28  -0.046
3 C 0.24 -0.50 4.54  -0.343
4 C 0.52 -1.68 3.60  -0.069
5 C 0.47 0.91 3.97  -0.116
6 C 0.84 1.90 4.89  -0.005
7 C 1.26 3.15 4.50  -0.026
8 C 1.43 3.41 3.14  -0.014
9 C 1.05 2.48 2.19  -0.160
10 C 1.45 2.75 0.74  -0.259
11 C 2.37 1.64 0.24  -0.095
12 C 0.38 3.24 -0.24  -0.005
13 C 0.46 1.27 2.62  -0.162
14 N -0.26 0.43 1.69  -0.124
15 C -1.46 -0.04 2.09  -0.091
16 C -2.09 -0.95 1.32  -0.304
17 C -3.30 -1.69 1.47  0.049
18 C -3.36 -2.54 0.41  0.018
19 C -2.21 -2.32 -0.42  -0.152
20 N -1.45 -1.35 0.16  -0.041
21 C -1.98 -3.05 -1.72  -0.536
22 C -1.02 -2.32 -2.66  -0.067
23 C -1.43 -4.45 -1.38  -0.017
24 C -3.33 -3.19 -2.43  -0.033
25 H -1.05 -1.54 5.94  0.097
26 H -1.93 -0.85 4.59  0.063
27 H -1.34 0.20 5.90  0.088
28 H 1.01 -0.56 5.30  0.139
29 H -0.35 -1.98 3.00  0.064
30 H 0.80 -2.55 4.20  0.100
31 H 1.36 -1.48 2.92  0.044
32 H 0.82 1.64 5.95  0.136
33 H 1.54 3.89 5.24  0.125
34 H 1.88 4.35 2.83  0.130
35 H 2.11 3.61 0.79  0.148
36 H 1.88 0.64 0.17  -0.056
37 H 3.19 1.46 0.93  0.080
38 H 2.78 1.82 -0.76  0.083
39 H -0.70 1.55 0.19  0.074
40 H 0.76 3.16 -1.25  0.131
41 H 0.11 4.28 -0.06  0.148
42 H -1.89 0.31 3.02  0.143
43 H -4.01 -1.59 2.29  0.137
44 H -4.15 -3.25 0.19  0.128
45 H -0.03 -2.20 -2.22  -0.017
46 H -1.41 -1.34 -2.95  0.086
47 H -0.89 -2.92 -3.56  0.109
48 H -0.42 -4.39 -0.95  0.034
49 H -1.38 -5.04 -2.29  0.104
50 H -2.07 -4.97 -0.66  0.099
51 H -3.82 -2.22 -2.59  0.099
52 H -4.02 -3.84 -1.88  0.087
53 H -3.16 -3.66 -3.41  0.100
54 C 1.06 0.18 -4.16  -0.006
55 C 0.04 0.96 -4.68  0.002
56 C -0.82 1.61 -3.82  0.019
57 C -0.69 1.46 -2.45  -0.222
58 N 0.28 0.66 -1.94  -0.007
59 C 1.14 0.06 -2.79  -0.159
60 C -1.54 2.23 -1.52  -0.093
61 C -2.75 2.77 -1.82  0.009
62 C -3.52 3.46 -0.88  0.010
63 C -3.05 3.57 0.46  -0.020
64 C -1.86 3.07 0.82  -0.003
65 N -0.96 2.46 -0.18  -0.006
66 H 1.78 -0.32 -4.79  0.135
67 H -0.06 1.08 -5.76  0.135
68 H -1.57 2.29 -4.22  0.127
69 H 1.93 -0.54 -2.33  0.031
70 H -3.15 2.62 -2.82  0.131
71 H -4.48 3.88 -1.16  0.126
72 H -3.65 4.05 1.22  0.136
73 H -1.43 3.13 1.81  0.134
74 I 1.98 -2.62 -0.11  0.350
75 I 4.74 -0.92 -0.61  0.118

Properties
2S+1 = 5
E_tot = -57731.1852 eV
E_LUMO (spin up / spin down) = -6.84 / -8.17 eV
Frontier orbital gap (spin up / spin down) = 6.56 / 5.56 eV
Charge = +2
<S²> = 6.091


Record 3
This record from the Open Molecules 2025 dataset describes a molecular structure, C31H37IrN3O6S. The level of theory is ωB97M-V with the def2-TZVPD basis set.

Each line ends with the Löwdin charge.
CARTESIAN COORDINATES (ANGSTROEM)
1 Ir 0.22 1.55 -0.52  1.587
2 C 5.50 1.97 0.80  -0.057
3 C 4.37 2.24 -0.20  -0.367
4 C 4.65 3.55 -0.96  -0.075
5 C 4.19 1.06 -1.15  -0.120
6 C 5.17 0.84 -2.11  -0.042
7 C 5.09 -0.22 -2.99  -0.085
8 C 4.00 -1.06 -2.93  -0.053
9 C 2.98 -0.87 -2.00  -0.140
10 C 1.80 -1.82 -2.09  -0.363
11 C 1.33 -2.43 -0.76  -0.062
12 C 0.64 -1.21 -2.89  -0.061
13 C 3.08 0.19 -1.09  -0.150
14 N 2.04 0.42 -0.13  -0.040
15 C 2.27 0.09 1.16  -0.482
16 O 3.27 -0.43 1.65  0.058
17 C 1.09 0.38 2.07  -0.170
18 C 1.11 0.52 3.44  0.026
19 C -0.08 0.88 4.07  -0.021
20 C -1.25 1.09 3.34  0.025
21 C -1.17 0.91 1.97  -0.198
22 N -0.04 0.53 1.41  0.010
23 C -2.29 1.14 0.97  -0.481
24 O -3.42 1.32 1.39  0.061
25 N -1.87 1.02 -0.32  -0.046
26 C -2.89 0.99 -1.33  -0.156
27 C -3.06 2.11 -2.15  -0.134
28 C -4.03 2.08 -3.15  -0.043
29 C -4.84 0.98 -3.33  -0.085
30 C -4.66 -0.12 -2.51  -0.059
31 C -3.70 -0.15 -1.50  -0.115
32 C -3.69 -1.45 -0.69  -0.359
33 C -4.75 -1.42 0.42  -0.060
34 C -2.35 -1.97 -0.16  -0.061
35 C -2.17 3.33 -2.02  -0.382
36 C -2.92 4.66 -2.09  -0.058
37 C -1.07 3.29 -3.10  -0.074
38 H 5.59 2.82 1.49  0.081
39 H 6.45 1.85 0.28  0.072
40 H 5.30 1.07 1.38  0.064
41 H 3.45 2.39 0.35  0.094
42 H 5.70 3.61 -1.26  0.068
43 H 4.42 4.40 -0.32  0.069
44 H 4.03 3.63 -1.86  0.081
45 H 6.02 1.52 -2.15  0.108
46 H 5.87 -0.38 -3.73  0.096
47 H 3.92 -1.89 -3.62  0.104
48 H 2.17 -2.65 -2.71  0.117
49 H 0.64 -1.76 -0.24  0.047
50 H 2.17 -2.63 -0.10  0.085
51 H 0.80 -3.37 -0.95  0.078
52 H 0.21 -0.36 -2.37  0.023
53 H -0.17 -1.93 -3.04  0.078
54 H 0.98 -0.86 -3.87  0.085
55 H 2.04 0.38 3.97  0.122
56 H -0.09 1.03 5.14  0.108
57 H -2.18 1.40 3.78  0.122
58 H -4.16 2.95 -3.78  0.106
59 H -5.60 0.97 -4.11  0.096
60 H -5.29 -1.00 -2.66  0.108
61 H -4.01 -2.20 -1.41  0.117
62 H -4.57 -0.60 1.11  0.062
63 H -4.74 -2.37 0.98  0.073
64 H -5.75 -1.29 -0.01  0.075
65 H -1.93 -1.34 0.63  0.057
66 H -1.61 -2.04 -0.95  0.059
67 H -2.50 -2.97 0.26  0.082
68 H -1.69 3.30 -1.04  0.077
69 H -3.24 4.90 -3.11  0.069
70 H -2.27 5.46 -1.74  0.075
71 H -3.81 4.64 -1.44  0.085
72 H -1.52 3.35 -4.09  0.082
73 H -0.49 2.37 -3.06  0.051
74 H -0.37 4.12 -2.97  0.071
75 O -0.12 3.39 0.55  -0.455
76 S 0.96 4.22 -0.18  0.337
77 O 2.12 4.36 0.66  -0.311
78 O 1.25 3.20 -1.33  -0.488
79 O 0.39 5.42 -0.73  -0.296

Properties
2S+1 = 5
E_tot = -63178.9819 eV
Energy relative to the best compared isomer or geometry (same formula, charge and spin) = 0.00 kcal/mol
E_LUMO (spin up / spin down) = 2.37 / 0.56 eV
Frontier orbital gap (spin up / spin down) = 7.40 / 6.69 eV
Charge = -1
<S²> = 6.012